Run A
36
Properties=species:S:1:pos:R:3 method="wB97M-V/def2-TZVPD" homo_lumo_gap_ev=9.51 smiles="CC[C@H](C)[C@H](NC(=O)[C@@H]1CCCN1)C(=O)O" total_charge=0 lumo_energy_ev=0.335
C -3.05006 -1.08311 0.92278
H 0.90149 2.49155 -1.20433
H -2.80236 -0.03266 -1.98804
C 1.40613 -0.55855 -0.58719
H 2.60029 1.87388 1.46044
O 1.96981 -2.65193 -1.60207
N -2.60198 0.91442 -0.09988
H -1.89523 1.60259 -0.46056
H -4.72697 -1.48805 -0.92051
O -0.05780 -0.90419 1.80619
H 2.07975 -0.41712 1.48345
H -2.04541 0.50880 1.91451
H 4.31015 0.33192 0.89030
C -1.98920 0.01375 0.82236
H 1.17341 3.59728 -0.14216
C -3.70637 -1.16476 -0.54080
C -0.56647 -0.48061 0.88069
C 3.66909 -0.10575 0.16622
H 2.66314 3.05583 -1.32044
O 1.63360 -2.70350 0.66860
H -4.25421 1.08041 -1.35693
H 3.92806 -1.21217 0.28603
C 1.76458 2.67384 -0.64024
H -0.66533 0.02129 -1.09368
C 2.20866 0.11910 0.50354
C 1.84297 1.67141 0.59396
H -2.56759 -2.10314 1.11640
H 1.63287 -0.19485 -1.58777
H 0.94685 1.74187 1.10251
H -3.97372 -0.67168 1.57160
H -2.96858 -1.79890 -1.03732
H 3.82316 0.26557 -0.88484
C -3.43400 0.23590 -1.09812
C 1.71174 -2.01535 -0.53247
H 1.14608 -2.05383 1.27855
N -0.10656 -0.55928 -0.37083

***

Run B
36
Properties=species:S:1:pos:R:3 method="wB97M-V/def2-TZVPD" homo_lumo_gap_ev=10.54 smiles="CCOC(=O)NNC(=O)[C@H]1CC[C@@H](C)CC1" total_charge=0 lumo_energy_ev=0.872
H 2.15572 1.22978 -0.84241
H 0.83522 0.26852 -3.41851
H -4.81775 -0.95833 4.38893
H 2.31502 -1.15403 -0.01554
C 2.33115 -1.48386 -1.05434
H 2.89146 -2.41999 -1.10110
H 3.05985 -0.77835 -2.94863
H -1.60628 1.38704 -0.90867
H -0.83161 1.85417 1.78902
H -3.07079 -0.72159 4.56517
H 0.42217 -2.45197 -0.84809
O -3.44233 0.41037 0.84987
O 0.22354 -0.40896 0.88755
H 4.93868 0.57177 -2.04364
N -1.53439 1.62303 1.09785
C 2.20010 0.86480 -1.87079
O -2.87463 1.31953 2.84957
H -4.89179 0.90549 2.71819
N -1.01200 1.17613 -0.11875
H 2.68240 1.63257 -2.48007
C 0.07106 -0.44568 -1.54442
C -4.07549 0.81846 3.44249
C 3.02116 -0.42395 -1.91128
C 4.44695 -0.17796 -1.42726
C -0.21519 0.05591 -0.13782
H 0.22116 1.55593 -2.37753
H -3.74025 -1.26249 3.01923
H 4.44086 0.17329 -0.39775
C -3.91391 -0.62832 3.88502
C 0.78491 0.62123 -2.38539
C -2.68614 1.02364 1.55735
H 5.02924 -1.09546 -1.47215
H -0.90389 -0.66175 -1.99915
H 0.90834 -2.16037 -2.52387
C 0.89844 -1.73403 -1.51764
H -4.26102 1.47544 4.29457

***

Run C
36
Properties=species:S:1:pos:R:3 method="wB97M-V/def2-TZVPD" homo_lumo_gap_ev=9.23 total_charge=0 lumo_energy_ev=0.502
H -2.57705 4.63378 0.32244
C 0.62097 -1.31146 -1.78321
H 0.34447 -0.26122 2.79401
C 1.67783 -0.64891 -1.05676
H 2.12026 0.30693 -1.93592
H -2.25065 5.40972 -1.08724
H -0.15270 -2.88321 1.16801
H 0.24290 -2.56227 3.36669
C 0.17197 -2.58336 -0.92712
H 0.64542 -1.75383 -2.67477
O -0.73926 3.19803 -0.66235
H -4.08728 4.85896 -0.53365
C -0.03713 -2.20727 0.64178
C 1.14992 -0.81483 2.41802
C -0.75649 -0.39909 -1.83397
C 1.61719 -0.16649 0.31973
N -1.74447 1.67552 -2.09508
H 0.36381 1.53365 -1.58421
N -0.43534 0.80016 -2.06568
H 1.11435 -1.76617 4.39444
C 1.47596 -1.18415 1.20363
H 2.15185 -2.05029 0.98829
H -0.57686 -1.37346 0.47583
O -1.86696 -1.08141 -2.07567
H 2.05778 -0.18613 2.80408
C 1.09813 -2.05982 3.56275
H 2.10051 -2.68046 3.50433
H -0.68388 -2.88304 -1.01992
H 2.52769 -1.25401 -1.28745
O -2.94189 3.49338 -1.06225
H 2.67521 0.38441 0.52283
H -2.63274 0.99487 -2.17160
C -2.99583 4.62967 -0.45894
C -1.55891 2.89488 -1.27610
H 0.84387 0.55402 0.20614
H 1.03738 -3.25709 -1.10110

***

Most stable: run B (next structure +426.1 kJ/mol)

***

Run A
14
Properties=species:S:1:pos:R:3 method="wB97M-V/def2-TZVPD" homo_lumo_gap_ev="7.91 / 9.14" total_charge=+1 lumo_energy_ev="-5.735 / -5.078"
H 2.74959 -0.68898 1.26801
H -0.23788 -2.44279 -0.24847
H -2.45119 0.92450 0.72383
H -2.18502 0.77452 -1.03147
C -0.02032 -0.46496 0.05992
H 2.85658 -1.13394 -0.58892
H 0.22677 1.47707 0.38737
H -1.69911 -1.53259 -0.34156
H -1.80195 2.28797 -0.20147
C -1.80263 1.20619 -0.10713
N -0.69187 -1.54504 -0.19633
F 2.80242 0.82281 -0.07314
C 2.68717 -0.44021 0.21914
N -0.43256 0.75545 0.13021

***

Run B
14
Properties=species:S:1:pos:R:3 method="wB97M-V/def2-TZVPD" homo_lumo_gap_ev=12.31 smiles="CNC(=[NH2+])CF" total_charge=+1 lumo_energy_ev=-3.398
H -1.35431 0.79742 -1.37630
H 2.51835 -0.82933 0.45546
N 0.73628 1.31368 -0.29756
H 1.56152 1.85746 -0.09346
C 0.42384 0.11809 0.14462
H -2.36487 -0.77265 -1.32495
H -0.61617 -1.49414 0.17289
H 1.63024 -0.01726 1.90662
N -0.68073 -0.54945 -0.02090
F 1.15946 -1.83378 1.34951
C -1.83650 -0.05354 -0.86210
C 1.49670 -0.55876 1.03332
H -2.63677 0.30862 -0.12394
H -0.03703 1.71363 -0.96322

***

Most stable: run B (next structure +221.0 kJ/mol)

***

Run A
14
Properties=species:S:1:pos:R:3 method="wB97M-V/def2-TZVPD" homo_lumo_gap_ev=10.61 smiles=N[C@@]1(N[NH3+])CO1 total_charge=+1 lumo_energy_ev=-3.720
H 0.09279 -0.90367 1.94738
H -2.40470 -0.65259 0.75959
H 2.07726 1.48012 -0.49978
N 1.69054 0.46983 -0.48405
C -1.91785 0.11485 0.11335
H 2.22974 0.03739 -1.25299
C -0.44021 -0.01332 0.14581
H 0.08213 0.52729 -1.86734
O -1.08916 1.03482 0.89168
N 0.17984 -1.05422 0.90350
H -0.17918 -1.90569 0.63663
H -2.42416 0.46433 -0.76757
H 1.75252 0.06766 0.43429
N 0.35043 0.33321 -0.96051

***

Run B
14
Properties=species:S:1:pos:R:3 method="wB97M-V/def2-TZVPD" homo_lumo_gap_ev=11.55 total_charge=+1 lumo_energy_ev=-3.177
O 1.66874 -1.10981 -0.99718
H -1.72431 1.53129 1.63133
N -1.89829 0.86073 0.85293
N -1.16618 -0.37463 -0.93738
C 2.05277 -0.36032 0.01479
H 2.41803 -1.06370 0.88874
N 0.41066 0.36215 0.65483
H -0.78903 -1.23057 -1.09896
H -2.08305 -0.40572 -1.27617
C -0.84748 0.20686 0.27809
H 0.76377 0.60669 1.57634
H 1.35129 -0.56829 -1.73713
H -2.81299 1.08116 0.27183
H 2.65607 0.46415 -0.12204

***

Run C
14
Properties=species:S:1:pos:R:3 method="wB97M-V/def2-TZVPD" homo_lumo_gap_ev=8.75 total_charge=+1 lumo_energy_ev=-4.722
C 1.33227 -0.40976 0.08783
N 2.54911 0.26242 0.02162
N -2.49590 0.46446 0.24107
H 1.37942 -1.21553 -0.63437
N 0.14641 0.18111 -0.37324
H 3.35777 0.23937 -0.50644
H -2.79104 0.80968 1.12210
O 0.15516 1.29709 -0.72231
H -1.35894 -1.25356 0.69530
H -1.71874 -0.84644 -1.17819
H -2.82167 0.98253 -0.57098
H 2.94599 0.75445 0.83490
H 1.12034 -0.65305 1.06660
C -1.80018 -0.61277 -0.08390

***

Run D
14
Properties=species:S:1:pos:R:3 method="wB97M-V/def2-TZVPD" homo_lumo_gap_ev=11.80 smiles="NC(=[NH2+])NCO" total_charge=+1 lumo_energy_ev=-2.943
N -0.00222 0.60976 0.57661
H -1.57709 -1.88699 1.66841
H -0.48630 1.54266 -1.31772
H 2.24900 1.11190 -1.60390
H 0.04045 1.05720 1.41439
H 0.43556 -1.23219 -1.16740
O 1.34534 0.73625 -1.62704
N -0.95005 -1.09754 1.77464
N -0.12687 -1.49796 -0.35346
H 0.92884 2.51259 -0.87266
C -0.34909 -0.68394 0.65806
C 0.47251 1.49147 -0.95820
H -1.20747 -0.54240 2.49071
H -0.77262 -2.12080 -0.68244

***

Most stable: run D (next structure +44.1 kJ/mol)

***

Run A
20
Properties=species:S:1:pos:R:3 method="wB97M-V/def2-TZVPD" homo_lumo_gap_ev=7.22 total_charge=-1 lumo_energy_ev=3.575
H 0.78201 2.51931 -1.64413
H -2.29881 1.82959 0.41959
O 1.53739 -2.26517 -2.79734
H 1.11649 -0.67718 3.10059
S -0.73736 -1.20016 1.79496
O 0.02711 2.79029 -2.17908
H 2.54252 0.26902 0.06786
H -1.78509 -0.40547 -1.86213
H -0.59044 2.05735 -2.16962
H -1.63911 0.45375 0.67262
H -0.11652 0.63251 3.33011
O -2.14416 0.96791 -0.03600
O -0.99990 -0.95611 -1.86841
H -0.94456 -1.02911 -0.91717
H 1.39918 -3.06682 -2.30426
H 0.91697 -1.68172 -2.36352
O 1.81685 0.84111 0.36473
H -0.25602 -0.80319 4.26957
C 0.07435 -0.44279 3.29525
H 1.29911 0.16688 0.82637

***

Run B
20
Properties=species:S:1:pos:R:3 method="wB97M-V/def2-TZVPD" homo_lumo_gap_ev=6.36 total_charge=-1 lumo_energy_ev=3.215
O 0.69852 -1.42468 -2.05092
H -0.09375 -0.17748 2.45066
C -1.43266 3.76956 -2.02089
H 3.03237 -2.30760 -2.90662
H -0.73485 -0.73937 3.71304
H -0.82814 4.10489 -2.85235
O 0.76356 -2.68765 5.01628
H -0.10105 -1.10017 -2.47909
H 0.47693 -2.51362 4.11801
H -2.40920 4.26455 -2.02561
O 3.02970 -3.10613 -2.35724
H 0.14131 1.16386 0.64352
H 2.05612 -3.15597 -2.31653
H -1.34875 1.01997 0.63490
H 0.68399 -1.04152 -1.16191
O -0.55330 0.61501 1.02831
H 0.98476 -1.87345 5.46609
S -1.54179 1.97496 -1.84039
H -1.09009 4.23001 -1.09514
O 0.11101 -0.42065 3.38504

***

Most stable: run A (next structure +35.9 kJ/mol)